one:
A cluster of 2 separate species, C3H8P2 in total. Source: the OMol25 dataset; level of theory: the ωB97M-V functional and the def2-TZVPD basis.

Values from the calculation:
Orbital gap (alpha / beta): 7.293 / 7.489 eV
LUMO energy (alpha / beta): -0.0260 / -0.0212 Ha
Highest occupied orbital energy (alpha / beta): -8.00 / -8.07 eV

Last columns: bonded neighbours and bond lengths (Å).
CARTESIAN COORDINATES (ANGSTROEM)
1 C -0.082 1.779 -1.032  C2 1.362, H6 1.081, H7 1.089
2 C -0.086 0.438 -1.273  C1 1.362, C3 1.446, H8 1.041
3 C 0.482 -0.292 -0.162  C2 1.446, P5 1.813, H9 1.160
4 P -1.783 -1.290 1.029  H10 1.344, H11 1.504
5 P 0.975 0.534 1.375  C3 1.813, H12 1.372, H13 1.457
6 H -0.462 2.411 -1.821  C1 1.081
7 H 0.355 2.320 -0.194  C1 1.089
8 H -0.301 -0.131 -2.118  C2 1.041
9 H 0.864 -1.320 -0.540  C3 1.160
10 H -0.871 -2.203 1.405  P4 1.344
11 H -2.365 -2.128 -0.076  P4 1.504
12 H 2.326 0.498 1.139  P5 1.372
13 H 0.947 -0.617 2.267  P5 1.457

=====

two:
A cluster of 2 separate species, C3H8P2 in total. Source: the OMol25 dataset; level of theory: the ωB97M-V functional and the def2-TZVPD basis.

Values from the calculation:
Orbital gap (alpha / beta): 7.191 / 7.907 eV
LUMO energy (alpha / beta): -0.0352 / -0.0322 Ha
Highest occupied orbital energy (alpha / beta): -8.15 / -8.78 eV

Last columns: bonded neighbours and bond lengths (Å).
CARTESIAN COORDINATES (ANGSTROEM)
1 C -2.449 0.536 0.678  P4 1.645, H6 1.092
2 C 2.255 -0.425 -0.124  C3 1.558, H7 1.044, H8 1.015, H9 1.127
3 C 0.854 -0.022 0.424  C2 1.558, P5 1.828, H10 1.097, H11 1.120
4 P -2.756 -0.488 -0.572  C1 1.645, H12 1.504
5 P 0.107 1.339 -0.542  C3 1.828, H13 1.501
6 H -1.764 1.383 0.618  C1 1.092
7 H 2.751 0.473 -0.323  C2 1.044
8 H 2.712 -1.016 0.563  C2 1.015
9 H 2.092 -1.124 -0.992  C2 1.127
10 H 0.994 0.484 1.387  C3 1.097
11 H 0.143 -0.884 0.346  C3 1.120
12 H -4.094 -0.881 -0.007  P4 1.504
13 H -0.844 0.625 -1.458  P5 1.501

=====

Compare the structures above. Which one is the least stable? two is.